Record 1
Density functional theory data (ωB97M-V with the def2-TZVPD basis set) for a molecular structure, C43H35GeNO2P2S2V.

The geometry in ORCA input format:
```
! RIJCOSX wB97M-V def2-TZVPD def2/J DEFGRID3
* xyz 2 2
V -1.526 1.693 0.412
S -1.158 2.041 -1.969
P 0.688 1.507 -1.345
C 0.116 0.742 0.120
P 0.709 0.925 1.760
S -0.905 1.962 2.584
C 0.888 -0.645 2.584
C 0.759 -0.710 3.972
C 1.007 -1.904 4.625
C 1.399 -3.025 3.901
C 1.535 -2.958 2.523
C 1.271 -1.769 1.858
C 2.231 1.817 2.006
C 3.418 1.096 1.826
C 4.635 1.713 2.051
C 4.670 3.039 2.465
C 3.495 3.752 2.646
C 2.270 3.145 2.414
C 1.513 0.373 -2.439
C 1.301 0.460 -3.813
C 2.003 -0.375 -4.668
C 2.912 -1.289 -4.153
C 3.122 -1.381 -2.782
C 2.422 -0.550 -1.923
C 1.705 2.950 -1.095
C 3.085 2.869 -1.291
C 3.872 3.997 -1.114
C 3.286 5.201 -0.755
C 1.912 5.287 -0.564
C 1.121 4.166 -0.730
H 0.474 0.162 4.549
H 0.907 -1.961 5.699
H 1.600 -3.953 4.417
H 1.841 -3.830 1.962
H 1.360 -1.727 0.779
H 3.399 0.049 1.548
H 5.553 1.158 1.923
H 5.622 3.515 2.659
H 3.530 4.780 2.976
H 1.354 3.703 2.562
H 0.588 1.168 -4.217
H 1.841 -0.315 -5.735
H 3.461 -1.935 -4.824
H 3.829 -2.097 -2.387
H 2.584 -0.626 -0.854
H 3.546 1.939 -1.598
H 4.940 3.935 -1.274
H 3.902 6.082 -0.637
H 1.460 6.234 -0.304
H 0.045 4.254 -0.623
C 0.429 -4.812 -0.383
C -0.571 -4.703 0.568
C -1.356 -3.557 0.623
C -1.146 -2.520 -0.286
C -0.131 -2.644 -1.244
C 0.658 -3.777 -1.287
Ge -2.421 -1.115 -0.401
C -3.450 -0.837 1.154
C -2.881 -0.970 2.429
C -3.683 -0.884 3.553
C -5.047 -0.666 3.408
C -5.620 -0.536 2.148
C -4.827 -0.600 1.018
C -3.192 -0.952 -2.127
C -4.044 0.071 -2.566
C -4.670 -0.023 -3.793
C -4.462 -1.134 -4.603
C -3.628 -2.155 -4.184
C -2.987 -2.066 -2.956
H 1.031 -5.709 -0.431
H -0.748 -5.510 1.264
H -2.143 -3.492 1.366
H 0.042 -1.852 -1.964
H 1.434 -3.871 -2.035
H -1.819 -1.170 2.539
H -3.253 -0.994 4.539
H -5.673 -0.598 4.287
H -6.685 -0.381 2.052
H -5.276 -0.488 0.039
H -4.227 0.943 -1.954
H -5.327 0.770 -4.121
H -4.957 -1.200 -5.562
H -3.472 -3.023 -4.809
H -2.342 -2.879 -2.651
O -2.259 3.557 0.394
N -3.444 3.174 0.311
O -3.447 1.946 -0.064
*
```

Results
Energy relative to the best compared isomer or geometry (same formula, charge and spin)   148.6 kJ/mol
HOMO energy (alpha / beta)   -14.1 / -14.2 eV
Frontier orbital gap (alpha / beta)   6.6538 / 6.7324 eV

Atom charges from the Löwdin analysis, given in e for atoms 1 to 2: number 1, V, carries 0.423; number 2, S, carries 0.551

---

Record 2
Density functional theory data (ωB97M-V with the def2-TZVPD basis set) for a molecular structure, C43H36Br2N11O3Zr.

The geometry in ORCA input format:
```
! RIJCOSX wB97M-V def2-TZVPD def2/J DEFGRID3
* xyz 1 1
Zr 0.382 -0.673 -0.740
C 1.136 3.214 1.402
C 0.906 1.711 1.336
N 0.454 1.311 -0.012
C -0.308 2.296 -0.656
C -0.428 3.557 -0.190
N 0.456 4.072 0.762
C -0.987 1.870 -1.883
C -1.649 2.748 -2.745
C -2.221 2.269 -3.904
C -2.066 0.912 -4.210
C -1.372 0.101 -3.343
N -0.860 0.573 -2.186
C -1.036 -1.303 -3.664
C -1.563 -2.006 -4.746
N -1.143 -3.218 -5.071
C -0.179 -3.741 -4.324
C 0.326 -3.084 -3.211
N -0.122 -1.878 -2.877
C -2.948 3.169 -4.823
C -3.799 4.150 -4.329
C -4.469 4.967 -5.228
N -4.334 4.878 -6.547
C -3.513 3.942 -7.011
C -2.808 3.064 -6.201
H 1.913 3.546 2.077
H 1.863 1.224 1.533
H -1.104 4.274 -0.631
H -1.673 3.803 -2.520
H -2.472 0.516 -5.128
H -2.351 -1.581 -5.354
H 0.201 -4.716 -4.599
H 1.078 -3.533 -2.575
H -3.970 4.267 -3.267
H -5.148 5.727 -4.861
H -3.403 3.887 -8.088
H -2.141 2.341 -6.655
Br 3.748 -0.724 -4.549
C 4.062 -1.162 -2.751
C 5.296 -1.764 -2.404
C 5.564 -2.131 -1.117
Br 7.213 -2.942 -0.703
C 4.595 -1.919 -0.096
C 4.740 -2.284 1.259
C 3.711 -2.081 2.138
C 2.516 -1.511 1.671
N 2.371 -1.108 0.429
C 3.389 -1.296 -0.460
C 3.110 -0.904 -1.801
O 1.932 -0.349 -2.036
H 6.026 -1.935 -3.182
H 5.663 -2.743 1.586
H 3.794 -2.369 3.176
H 1.646 -1.408 2.307
O 0.387 -2.898 -0.207
C -0.870 -2.968 -0.294
C -1.724 -4.195 -0.275
C -3.097 -3.631 -0.639
C -2.867 -2.130 -0.823
O -3.670 -1.323 -1.208
N -1.534 -1.831 -0.498
H -1.671 -4.641 0.720
H -1.332 -4.927 -0.982
H -3.849 -3.776 0.136
H -3.505 -4.036 -1.564
C 1.766 3.210 5.228
N 2.444 2.359 4.266
C 3.855 2.239 4.586
C 1.837 1.043 4.186
C 0.385 1.037 3.758
C -0.558 0.689 4.721
C -1.914 0.650 4.439
C -2.348 0.951 3.160
C -1.424 1.274 2.180
C -0.060 1.329 2.454
H 2.238 4.193 5.239
H 1.805 2.796 6.249
H 0.719 3.343 4.954
H 4.019 1.746 5.559
H 4.314 3.226 4.626
H 4.368 1.655 3.819
H 1.899 0.529 5.164
H 2.450 0.452 3.503
H -0.210 0.457 5.721
H -2.622 0.387 5.214
H -3.401 0.929 2.915
H -1.773 1.491 1.179
N -1.360 -2.945 4.608
C -2.527 -2.825 3.898
C -2.160 -2.323 2.687
N -0.798 -2.139 2.634
C -0.358 -2.509 3.810
H -1.263 -3.281 5.550
H -3.483 -3.089 4.313
H -2.804 -2.039 1.873
H 0.669 -2.505 4.137
*
```

Results
Energy relative to the best compared isomer or geometry (same formula, charge and spin)   98.3 kJ/mol
HOMO energy   -10.0 eV
Frontier orbital gap   6.5368 eV

Atom charges from the Löwdin analysis, given in e for atoms 1 to 2: number 1, Zr, carries 1.932; number 2, C, carries -0.067

---

Record 3
Density functional theory data (ωB97M-V with the def2-TZVPD basis set) for a molecular structure, C43H36Br3N7O14 at a distorted geometry.

The geometry in ORCA input format:
```
! RIJCOSX wB97M-V def2-TZVPD def2/J DEFGRID3
* xyz 0 1
C 10.169 14.237 7.462
Br 11.807 14.605 6.528
Br 9.893 15.536 8.844
Br 10.262 12.454 8.212
H 9.356 14.264 6.766
C 8.446 14.259 14.224
C 8.540 14.309 12.832
C 9.123 13.272 12.132
C 9.591 12.186 12.851
C 9.541 12.168 14.230
C 8.965 13.194 14.928
N 10.145 11.036 12.163
O 11.033 10.451 12.729
O 9.805 10.817 10.988
H 7.926 15.059 14.739
H 8.283 15.248 12.358
H 9.174 13.354 11.055
H 9.873 11.293 14.788
H 8.901 13.146 16.002
C 0.624 18.442 13.446
C 0.896 17.147 13.861
C 2.196 16.763 13.983
C 3.180 17.644 13.676
C 2.961 18.891 13.214
C 1.664 19.322 13.113
N 4.538 17.209 13.809
O 4.714 16.179 14.388
O 5.381 17.928 13.415
H -0.428 18.712 13.380
H 0.136 16.480 14.244
H 2.483 15.781 14.336
H 3.819 19.467 12.895
H 1.348 20.325 12.838
C 5.739 16.033 5.810
C 4.903 15.230 6.560
C 4.898 15.319 7.931
C 5.696 16.235 8.542
C 6.410 17.138 7.825
C 6.512 16.991 6.451
N 5.688 16.268 9.971
O 6.292 17.150 10.528
O 5.083 15.389 10.520
H 5.739 16.034 4.725
H 4.367 14.447 6.037
H 4.334 14.588 8.492
H 7.051 17.844 8.347
H 7.215 17.593 5.892
C 12.101 5.881 12.691
C 12.558 6.554 13.830
C 11.699 7.349 14.559
C 10.424 7.504 14.125
C 9.951 6.843 13.011
C 10.771 5.991 12.300
N 9.550 8.412 14.819
O 8.454 8.644 14.322
O 10.011 8.966 15.832
H 12.762 5.209 12.149
H 13.546 6.317 14.211
H 12.067 7.960 15.372
H 8.935 6.990 12.656
H 10.432 5.537 11.380
C 2.262 13.986 16.501
C 3.559 13.755 16.077
C 3.770 12.758 15.131
C 2.745 11.981 14.706
C 1.465 12.251 15.070
C 1.231 13.236 16.001
N 2.989 10.985 13.681
O 4.103 10.912 13.244
O 2.039 10.289 13.342
H 2.046 14.802 17.185
H 4.377 14.318 16.494
H 4.786 12.558 14.801
H 0.631 11.684 14.682
H 0.238 13.439 16.381
C 13.912 9.208 17.732
C 12.720 9.633 17.197
C 12.724 10.643 16.267
C 13.927 11.268 15.951
C 15.116 10.834 16.493
C 15.115 9.787 17.356
N 13.971 12.347 14.963
O 12.955 12.892 14.635
O 15.102 12.620 14.528
H 13.918 8.425 18.482
H 11.755 9.365 17.601
H 11.812 10.987 15.786
H 16.048 11.323 16.246
H 16.047 9.490 17.810
C 11.618 8.209 9.530
C 12.623 7.888 8.661
C 12.327 7.446 7.379
C 11.013 7.419 6.982
C 9.979 7.745 7.837
C 10.308 8.080 9.138
N 10.689 7.025 5.615
O 9.605 7.302 5.210
O 11.525 6.425 4.992
H 11.856 8.583 10.518
H 13.654 7.861 8.984
H 13.127 7.236 6.683
H 8.940 7.638 7.563
H 9.542 8.194 9.896
*
```

Results
Energy relative to the best compared isomer or geometry (same formula, charge and spin)   40.6 kJ/mol
HOMO energy   -9.7 eV
Frontier orbital gap   8.9212 eV

Atom charges from the Löwdin analysis, given in e for atoms 1 to 2: number 1, C, carries -1.622; number 2, Br, carries 0.571

---

Record 4
Density functional theory data (ωB97M-V with the def2-TZVPD basis set) for 8 unconnected molecules or ions with the total composition C43H36Cl3N7O14 at a distorted geometry.

The geometry in ORCA input format:
```
! RIJCOSX wB97M-V def2-TZVPD def2/J DEFGRID3
* xyz 0 1
C 0.169 -0.031 -0.735
Cl 0.212 0.521 -2.429
Cl 1.551 -1.063 -0.167
Cl -1.375 -0.868 -0.398
H 0.223 0.860 -0.153
C 3.349 2.227 -0.274
C 3.931 1.279 0.591
C 5.299 1.044 0.544
C 6.012 1.788 -0.348
C 5.480 2.725 -1.225
C 4.102 3.001 -1.087
N 7.478 1.736 -0.251
O 8.121 2.678 -0.697
O 7.997 0.729 0.246
H 2.215 2.425 -0.096
H 3.359 0.735 1.293
H 5.739 0.481 1.356
H 6.203 3.262 -1.870
H 3.604 3.796 -1.624
C -2.327 -3.824 -2.323
C -3.223 -4.838 -2.063
C -2.741 -6.172 -2.229
C -1.465 -6.420 -2.608
C -0.543 -5.393 -2.764
C -0.938 -4.067 -2.517
N -1.216 -7.826 -2.891
O -2.133 -8.569 -3.065
O -0.011 -8.172 -2.824
H -2.538 -2.784 -2.163
H -4.290 -4.661 -1.855
H -3.495 -6.910 -2.088
H 0.470 -5.630 -3.100
H -0.263 -3.218 -2.594
C 5.885 -4.610 -1.531
C 5.276 -3.602 -0.815
C 5.125 -2.391 -1.405
C 5.527 -2.182 -2.701
C 6.190 -3.159 -3.397
C 6.312 -4.408 -2.825
N 5.351 -0.865 -3.295
O 5.848 -0.595 -4.319
O 4.605 -0.111 -2.638
H 6.186 -5.575 -1.088
H 5.006 -3.773 0.209
H 4.584 -1.596 -0.881
H 6.335 -2.935 -4.447
H 6.762 -5.184 -3.437
C -4.454 -1.279 -2.436
C -3.659 -0.674 -3.420
C -3.384 0.666 -3.180
C -3.839 1.319 -2.079
C -4.645 0.761 -1.153
C -4.912 -0.583 -1.307
N -3.724 2.809 -2.146
O -4.396 3.421 -1.341
O -2.945 3.356 -2.927
H -4.765 -2.314 -2.571
H -3.459 -1.139 -4.357
H -2.910 1.235 -3.942
H -5.008 1.400 -0.386
H -5.478 -1.143 -0.640
C -2.664 7.325 1.133
C -3.471 6.194 0.979
C -2.865 4.949 0.769
C -1.503 4.902 0.760
C -0.633 5.979 0.934
C -1.237 7.216 1.137
N -0.792 3.587 0.433
O 0.384 3.598 0.150
O -1.430 2.545 0.530
H -3.101 8.280 1.323
H -4.537 6.256 1.015
H -3.381 4.017 0.591
H 0.464 5.755 1.004
H -0.626 8.113 1.355
C -3.015 -3.809 2.079
C -4.050 -2.992 1.741
C -4.190 -1.812 2.517
C -3.378 -1.624 3.624
C -2.375 -2.486 3.954
C -2.299 -3.664 3.236
N -3.469 -0.351 4.490
O -4.349 0.404 4.285
O -2.612 -0.270 5.350
H -2.681 -4.675 1.558
H -4.750 -3.222 0.929
H -4.990 -1.045 2.295
H -1.803 -2.417 4.900
H -1.494 -4.358 3.477
C -0.044 4.572 3.979
C -1.193 3.760 4.084
C -1.154 2.417 3.796
C 0.107 1.846 3.503
C 1.232 2.596 3.403
C 1.162 3.999 3.615
N 0.160 0.463 3.188
O 1.281 -0.064 3.172
O -0.926 -0.072 2.852
H -0.235 5.600 4.131
H -2.119 4.283 4.221
H -1.952 1.687 3.825
H 2.184 2.150 3.106
H 1.981 4.677 3.437
*
```

Results
SMILES   O=[N+]([O-])c1ccccc1.O=[N+]([O-])c1ccccc1.O=[N+]([O-])c1ccccc1.O=[N+]([O-])c1ccccc1.O=[N+]([O-])c1ccccc1.O=[N+]([O-])c1ccccc1.O=[N+]([O-])c1ccccc1.ClC(Cl)Cl
Energy relative to the best compared isomer or geometry (same formula, charge and spin)   72.7 kJ/mol
HOMO energy   -9.6 eV
Frontier orbital gap   8.6817 eV

Atom charges from the Löwdin analysis, given in e for atoms 1 to 2: number 1, C, carries -1.442; number 2, Cl, carries 0.558

---

Record 5
Density functional theory data (ωB97M-V with the def2-TZVPD basis set) for a molecular structure, C43H36ClN7O4Sc at a distorted geometry.

The geometry in ORCA input format:
```
! RIJCOSX wB97M-V def2-TZVPD def2/J DEFGRID3
* xyz 1 1
Sc -0.258 -0.255 0.164
C -0.922 0.271 4.841
O -2.195 0.419 4.140
C -1.878 0.300 2.856
N -0.654 0.288 2.503
C 0.123 0.553 3.745
C 0.640 1.964 3.833
C -0.184 3.045 3.535
C 0.264 4.339 3.741
C 1.541 4.562 4.242
C 2.365 3.488 4.531
C 1.915 2.192 4.327
C -2.969 0.132 1.880
C -4.307 0.364 2.149
C -5.225 0.086 1.144
C -4.786 -0.480 -0.044
C -3.425 -0.685 -0.205
N -2.531 -0.340 0.716
C -2.842 -1.493 -1.298
N -1.605 -1.527 -1.600
C -1.484 -2.604 -2.632
C -2.859 -3.300 -2.582
O -3.690 -2.364 -1.846
C -1.223 -2.068 -4.018
C -1.887 -0.928 -4.467
C -1.662 -0.453 -5.748
C -0.782 -1.118 -6.593
C -0.131 -2.259 -6.153
C -0.353 -2.735 -4.868
H -0.888 -0.747 5.227
H -0.907 0.995 5.650
H 0.953 -0.153 3.802
H -1.183 2.885 3.145
H -0.382 5.177 3.513
H 1.891 5.572 4.402
H 3.366 3.656 4.902
H 2.570 1.354 4.532
H -4.606 0.736 3.118
H -6.278 0.269 1.303
H -5.473 -0.783 -0.821
H -0.684 -3.278 -2.323
H -2.864 -4.244 -2.038
H -3.300 -3.425 -3.567
H -2.552 -0.387 -3.804
H -2.166 0.442 -6.088
H -0.599 -0.741 -7.589
H 0.567 -2.770 -6.801
H 0.185 -3.607 -4.516
C 1.861 2.496 -3.128
C 3.197 2.542 -2.555
C 3.580 1.568 -1.718
C 2.690 0.501 -1.345
N 1.464 0.342 -2.104
C 1.068 1.448 -2.912
C 2.864 -0.341 -0.293
C 4.162 -0.560 0.300
C 4.361 -1.529 1.206
C 3.248 -2.327 1.618
C 2.016 -2.050 1.121
N 1.768 -1.067 0.191
C 0.830 -2.793 1.573
C 0.890 -3.844 2.501
C -0.249 -4.523 2.846
C -1.461 -4.146 2.267
C -1.454 -3.079 1.406
N -0.346 -2.391 1.067
H 1.502 3.303 -3.752
H 3.854 3.369 -2.782
H 4.543 1.628 -1.232
H 0.087 1.344 -3.357
H 4.996 0.016 -0.070
H 5.349 -1.727 1.594
H 3.398 -3.118 2.336
H 1.837 -4.131 2.928
H -0.205 -5.343 3.550
H -2.384 -4.661 2.486
H -2.379 -2.750 0.956
O -1.166 1.463 -0.831
C -0.281 2.252 -0.365
C -0.248 3.746 -0.493
C 1.119 4.070 0.105
C 1.606 2.748 0.699
O 2.614 2.580 1.326
N 0.710 1.729 0.329
H -1.078 4.164 0.081
H -0.381 4.038 -1.532
H 1.101 4.827 0.884
H 1.843 4.379 -0.649
Cl 2.846 -1.015 -4.034
C 1.463 -0.867 -2.863
H 1.546 -1.739 -2.219
H 0.573 -0.895 -3.472
*
```

Results
Energy relative to the best compared isomer or geometry (same formula, charge and spin)   0.0 kJ/mol
HOMO energy   -7.9 eV
Frontier orbital gap   4.4639 eV

Atom charges from the Löwdin analysis, given in e for atoms 1 to 2: number 1, Sc, carries 1.111; number 2, C, carries -0.025